C5H2 | ωB97M-V with the def2-TZVPD basis set

Last column: Mulliken charge in e.
Cartesian coordinates (Å):
C  -2.561634  0.157606  -0.348638  -0.308
C  -1.611442  -0.238564  0.356194  0.004
C  1.683488  0.878852  -0.130925  0.275
C  0.735656  0.188031  0.024917  -0.270
C  -0.381614  -0.622696  0.041469  -0.364
H  2.490762  1.587544  -0.061634  0.413
H  -0.355214  -1.950774  0.118615  0.252

Forces on the atoms, in the same order (eV/Å):
-2.2 0.8 -0.9
1.2 0.2 0.2
2.0 1.7 0.4
-0.6 -1.0 -0.6
-0.9 -5.3 1.9
-0.3 -0.4 -0.3
0.8 4.1 -0.8

Values from the calculation:
HOMO energy   -10.123 eV
ΔE to the lowest compared entry with this formula, charge and spin   27.5 kcal per mole
Energy   -5209.2312 eV
Gap between HOMO and LUMO   8.429 eV